Entry 1
Here is a single C5H7N molecule from the OMol25 dataset. Energies are from wB97M-V/def2-TZVPD.

```
13
Properties=species:S:1:pos:R:3:nbo_charge:R:1
C 0.90 -0.43 -0.31 0.026
C -1.44 0.77 -0.96 0.132
C 0.50 -0.24 -1.43 0.070
C 1.21 -1.15 0.83 -0.711
C -0.99 1.14 0.47 -0.746
N -0.65 0.25 -1.85 -0.591
H 0.76 -2.08 0.98 0.230
H 0.84 -0.51 1.71 0.241
H 2.33 -1.49 0.93 0.246
H -0.03 1.73 0.45 0.232
H -0.84 0.12 0.96 0.223
H -1.76 1.77 1.08 0.241
H -0.85 0.11 -2.85 0.405
```

HOMO: -7.50 eV
lowest unoccupied orbital energy: 0.718 eV

***

Entry 2
Here is a single C5H7N molecule from the OMol25 dataset. Energies are from wB97M-V/def2-TZVPD.

```
13
Properties=species:S:1:pos:R:3:nbo_charge:R:1
C -1.10 1.29 -0.09 -0.131
C -1.73 0.15 0.03 0.074
C -2.12 -1.05 0.04 -0.487
C 0.78 0.18 0.18 0.150
C 2.22 -0.08 -0.07 -0.648
N 0.23 1.27 -0.29 -0.417
H -1.69 2.31 -0.04 0.217
H -2.28 -1.78 0.73 0.218
H -2.67 -1.32 -0.88 0.212
H 0.48 -0.54 0.84 0.163
H 2.39 -1.04 -0.31 0.214
H 2.77 0.00 0.78 0.219
H 2.70 0.62 -0.92 0.216
```

HOMO: -8.56 eV
lowest unoccupied orbital energy: 0.883 eV
SMILES: C=C=C/N=C/C

***

In order of decreasing stability: entry 2, entry 1.

***

Entry 1
Here is an isolated ion of composition C4H10NS2 and charge +1 from the OMol25 dataset. Energies are from wB97M-V/def2-TZVPD.

```
17
Properties=species:S:1:pos:R:3:nbo_charge:R:1
C 0.09 -0.25 0.19 -0.006
C -1.06 -1.30 -1.54 -0.423
C 1.38 -0.65 -1.86 -0.408
C -0.61 1.50 3.44 -0.780
N 0.20 -0.74 -1.03 -0.271
S 1.20 0.54 1.18 0.279
S 0.71 0.30 3.12 0.191
H -0.79 -0.69 0.65 0.236
H -1.30 -0.79 -2.52 0.235
H -1.92 -1.27 -0.78 0.234
H -1.11 -2.27 -1.80 0.231
H 2.06 -0.02 -1.25 0.228
H 1.04 -0.17 -2.74 0.232
H 1.79 -1.62 -2.04 0.244
H -1.42 0.80 3.61 0.250
H -0.62 2.29 2.70 0.258
H -0.35 2.23 4.26 0.271
```

total charge: +1
HOMO: -13.56 eV
lowest unoccupied orbital energy: -4.504 eV
SMILES: CSSC=[N+](C)C

***

Entry 2
Here is an isolated ion of composition C4H10NS2 and charge +1 from the OMol25 dataset. Energies are from wB97M-V/def2-TZVPD.

```
17
Properties=species:S:1:pos:R:3:nbo_charge:R:1
C -0.27 -0.36 -1.92 -0.238
C -1.51 -0.73 -1.17 -0.541
C 0.34 0.21 0.47 -0.359
C 0.87 1.26 2.89 -0.790
N 0.31 0.64 -0.99 -0.551
S -0.71 -1.37 0.43 0.243
S -0.28 1.51 1.61 0.278
H 0.34 -1.16 -2.12 0.245
H -0.48 0.20 -2.83 0.236
H -2.27 0.02 -0.88 0.250
H -2.06 -1.68 -1.52 0.286
H 1.40 0.02 0.88 0.274
H 0.31 1.69 3.78 0.270
H 1.83 1.80 2.87 0.244
H 0.99 0.25 3.11 0.233
H 1.27 0.91 -1.42 0.469
H -0.34 1.45 -0.97 0.451
```

total charge: +1
HOMO: -12.81 eV
lowest unoccupied orbital energy: -3.553 eV
SMILES: CS[C@@H]1[NH2+]CCS1

***

Entry 3
Here is a 2-piece molecular cluster, C4H10NS2 overall from the OMol25 dataset. Energies are from wB97M-V/def2-TZVPD.

```
17
Properties=species:S:1:pos:R:3:nbo_charge:R:1
C -0.70 1.11 2.25 -0.367
C 0.88 -2.56 -1.05 -0.718
C 0.02 2.09 1.73 -0.363
C 0.67 -1.12 -1.11 0.348
N -0.29 -0.56 -1.76 -0.601
S -1.87 0.15 1.35 0.005
S -0.02 2.52 0.02 -0.056
H 0.78 -2.89 -0.01 0.294
H 1.92 -2.79 -1.31 0.288
H 0.20 -3.12 -1.67 0.248
H 0.70 2.68 2.33 0.246
H -0.42 0.45 -1.75 0.451
H 1.34 -0.48 -0.57 0.240
H -0.96 -1.11 -2.29 0.433
H -0.61 0.81 3.28 0.249
H -2.13 1.09 0.43 0.129
H 0.50 3.74 0.13 0.173
```

total charge: +1
HOMO: -11.77 eV
lowest unoccupied orbital energy: -4.639 eV

***

Entry 4
Here is a 2-piece molecular cluster, C4H10NS2 overall from the OMol25 dataset. Energies are from wB97M-V/def2-TZVPD.

```
17
Properties=species:S:1:pos:R:3:nbo_charge:R:1
C -1.22 0.46 0.18 -0.294
C 1.54 0.03 -1.17 -0.659
C -1.85 -0.82 0.39 -0.668
C 1.65 0.21 0.30 0.362
N 2.07 1.20 1.00 -0.644
S -1.89 1.82 -0.36 0.342
S -0.86 -2.29 -0.10 -0.041
H 2.44 -0.50 -1.36 0.265
H 1.72 1.05 -1.55 0.217
H 0.65 -0.37 -1.34 0.268
H -2.08 -0.83 1.42 0.269
H -2.93 -0.77 -0.11 0.224
H 1.51 -0.81 0.71 0.228
H 2.25 2.05 0.49 0.436
H 2.18 1.00 1.98 0.446
H -3.29 1.70 -0.13 0.076
H -1.89 -3.12 -0.35 0.173
```

total charge: +1
HOMO: -12.36 eV
lowest unoccupied orbital energy: -4.032 eV

***

In order of decreasing stability: entry 3, entry 2, entry 1, entry 4.

***

Entry 1
Here is C5H11BN2 as an isolated structure from the OMol25 dataset. Energies are from wB97M-V/def2-TZVPD.

```
19
Properties=species:S:1:pos:R:3:nbo_charge:R:1
B 0.29 0.29 0.43 0.976
C 0.24 -2.94 1.02 -0.418
C -0.03 -1.76 1.55 -0.165
C -0.15 0.96 -1.95 -0.217
C -0.87 2.09 -1.21 -0.243
C 0.72 -0.48 1.82 -0.784
N 0.14 -0.03 -0.89 -0.900
N -0.34 2.26 0.10 -0.834
H -0.54 -3.64 0.87 0.198
H 1.18 -3.21 0.83 0.177
H -1.13 -1.75 1.61 0.203
H -0.65 0.44 -2.66 0.195
H 0.85 1.47 -2.30 0.176
H -0.78 3.17 -1.67 0.203
H -1.97 1.78 -0.91 0.188
H 0.38 0.15 2.54 0.254
H 1.84 -0.38 1.79 0.249
H 0.22 -0.98 -1.19 0.406
H 0.61 2.59 0.21 0.335
```

HOMO: -8.32 eV
lowest unoccupied orbital energy: 0.616 eV

***

Entry 2
Here is C5H11BN2 as an isolated structure from the OMol25 dataset. Energies are from wB97M-V/def2-TZVPD.

```
19
Properties=species:S:1:pos:R:3:nbo_charge:R:1
B 0.04 -0.50 -0.26 0.986
C -2.84 0.64 0.40 -0.436
C -2.22 -0.52 0.64 -0.115
C 1.84 1.11 -0.15 -0.215
C 2.44 -0.01 0.64 -0.254
C -1.35 -1.21 -0.30 -0.856
N 0.49 0.80 -0.49 -0.876
N 1.67 -1.26 0.49 -0.825
H -3.45 1.04 1.12 0.200
H -2.88 0.92 -0.61 0.180
H -2.40 -1.08 1.52 0.198
H 1.84 2.03 0.55 0.186
H 2.44 1.39 -1.07 0.178
H 3.52 -0.07 0.60 0.199
H 2.34 0.18 1.72 0.184
H -1.13 -2.22 0.10 0.265
H -1.82 -1.00 -1.29 0.256
H -0.02 1.58 -0.90 0.409
H 1.79 -1.76 -0.41 0.336
```

HOMO: -8.74 eV
lowest unoccupied orbital energy: 0.655 eV

***

In order of decreasing stability: entry 2, entry 1.

***

Entry 1
Here is a 2-piece molecular cluster, C5H11NO3 overall from the OMol25 dataset. Energies are from wB97M-V/def2-TZVPD.

```
20
Properties=species:S:1:pos:R:3:nbo_charge:R:1
C 1.28 0.91 0.32 -0.005
C 2.33 0.82 -0.76 -0.642
O 1.62 0.17 1.47 -0.729
H 1.44 -0.77 1.27 0.492
H 1.09 1.94 0.62 0.189
H 0.36 0.24 -0.21 0.165
H 2.47 -0.22 -1.08 0.207
H 2.02 1.41 -1.63 0.215
H 3.31 1.16 -0.40 0.219
C -1.74 0.51 1.39 -0.729
C -0.90 -1.39 -0.29 0.602
C -1.32 0.29 -0.04 0.483
N -1.36 -1.80 -1.50 -0.819
O -0.20 -2.03 0.47 -0.643
O -1.84 0.84 -1.00 -0.579
H -1.11 -2.71 -1.86 0.408
H -1.92 -1.15 -2.04 0.425
H -1.58 -0.34 2.06 0.248
H -1.16 1.34 1.80 0.245
H -2.80 0.77 1.42 0.248
```

HOMO: -9.11 eV
lowest unoccupied orbital energy: 0.209 eV
SMILES: CC(=O)C(N)=O.CCO

***

Entry 2
Here is a 2-piece molecular cluster, C5H11NO3 overall from the OMol25 dataset. Energies are from wB97M-V/def2-TZVPD.

```
20
Properties=species:S:1:pos:R:3:nbo_charge:R:1
C 2.29 0.18 1.07 -0.253
C -1.22 0.69 -0.91 -0.042
C -1.73 -1.10 0.83 -0.260
C -0.30 1.85 -1.17 -0.650
N 1.92 -0.69 -0.07 -0.214
C 1.29 -0.92 1.14 0.669
O -0.73 -0.25 0.29 -0.614
O 1.51 -1.22 -1.26 -0.510
O 1.05 -1.91 1.79 -0.590
H 0.55 -1.41 -1.08 0.482
H 3.32 0.05 1.38 0.199
H 1.91 1.19 1.11 0.173
H -1.38 0.05 -1.79 0.184
H -2.20 1.02 -0.54 0.184
H -2.49 -1.40 0.11 0.167
H -2.23 -0.61 1.67 0.174
H -1.25 -2.01 1.20 0.222
H 0.54 1.55 -1.78 0.226
H 0.00 2.31 -0.23 0.224
H -0.84 2.60 -1.75 0.228
```

HOMO: -8.45 eV
lowest unoccupied orbital energy: 0.675 eV
SMILES: O=C1CN1O.CCOC

***

Entry 3
Here is a 2-piece molecular cluster, C5H11NO3 overall from the OMol25 dataset. Energies are from wB97M-V/def2-TZVPD.

```
20
Properties=species:S:1:pos:R:3:nbo_charge:R:1
C 1.06 1.87 -2.00 0.519
C -1.18 -1.17 0.96 -0.379
C -0.23 -0.94 2.12 -0.613
C -0.89 -2.45 0.20 -0.601
N 0.27 1.07 -1.08 -0.615
C -0.29 1.50 -0.11 0.871
O 1.71 2.87 -1.28 -0.720
O 1.97 1.13 -2.68 -0.674
O -0.83 1.93 0.82 -0.499
H 1.10 3.54 -0.97 0.481
H 2.68 0.87 -2.07 0.482
H -1.10 -0.36 0.24 0.180
H 0.37 2.28 -2.76 0.149
H -2.21 -1.18 1.33 0.195
H -0.41 0.03 2.58 0.215
H -0.36 -1.71 2.88 0.204
H 0.81 -0.97 1.78 0.198
H -1.09 -3.32 0.82 0.199
H -1.52 -2.52 -0.69 0.207
H 0.15 -2.48 -0.11 0.200
```

HOMO: -10.96 eV
lowest unoccupied orbital energy: 0.497 eV
SMILES: O=C=NC(O)O.CCC

***

In order of decreasing stability: entry 3, entry 1, entry 2.

***

Entry 1
Here is a 2-piece molecular cluster, C5H11NO3 overall from the OMol25 dataset. Energies are from wB97M-V/def2-TZVPD.

```
20
Properties=species:S:1:pos:R:3:nbo_charge:R:1
C 0.05 -1.34 2.24 -0.698
C 0.44 0.01 1.69 0.073
O -1.69 0.69 1.84 -0.601
N -0.35 1.06 1.72 -0.142
H -2.07 0.88 0.96 0.474
H 1.52 0.20 1.60 0.193
H -0.82 -1.71 1.69 0.245
H -0.22 -1.25 3.29 0.242
H 0.87 -2.03 2.10 0.212
C -0.20 1.77 -1.83 -0.643
C 0.42 -0.62 -1.20 0.570
C -0.47 0.33 -1.57 -0.379
O -0.03 -1.91 -1.08 -0.672
O 1.78 -0.50 -1.38 -0.708
H 0.78 -2.44 -0.99 0.485
H 1.96 0.35 -1.81 0.500
H -1.51 0.03 -1.60 0.210
H -0.24 1.98 -2.90 0.213
H -0.97 2.38 -1.33 0.225
H 0.77 2.11 -1.44 0.203
```

HOMO: -8.30 eV
lowest unoccupied orbital energy: 0.532 eV
SMILES: CC=C(O)O.C/C=N\O

***

Entry 2
Here is a 3-piece molecular cluster, C5H11NO3 overall from the OMol25 dataset. Energies are from wB97M-V/def2-TZVPD.

```
20
Properties=species:S:1:pos:R:3:nbo_charge:R:1
C 1.38 1.12 0.73 -0.339
C 1.58 -1.44 0.58 -0.736
C 0.79 -0.25 1.04 0.619
N 2.12 1.26 -0.50 -0.818
O -0.26 -0.36 1.64 -0.591
H 1.51 1.09 -1.29 0.373
H 2.90 0.61 -0.55 0.350
H 2.05 1.37 1.57 0.214
H 0.57 1.85 0.73 0.229
H 1.18 -2.35 1.03 0.239
H 1.49 -1.51 -0.50 0.249
H 2.63 -1.33 0.83 0.224
C -2.76 -0.98 -1.55 -0.777
C -1.58 -0.47 -1.61 0.749
O -2.19 1.33 0.47 -0.978
O -0.50 -0.05 -1.68 -0.514
H -1.60 0.74 0.98 0.494
H -3.51 -0.53 -0.93 0.281
H -3.03 -1.85 -2.12 0.260
H -2.76 1.74 1.12 0.472
```

HOMO: -9.15 eV
lowest unoccupied orbital energy: 0.814 eV
SMILES: CC(=O)CN.C=C=O.O

***

In order of decreasing stability: entry 2, entry 1.